Entry 1:
Here is a structure of composition C39H38F9N3O3RuSTe from the Open Molecules 2025 dataset. Energies are from ωB97M-V/def2-TZVPD.

The geometry in ORCA input format:
```
! wB97M-V def2-TZVPD RIJCOSX def2/J DEFGRID3
* xyz 1 6
Ru -0.6215 0.9708 1.5027
C -2.4802 3.6655 2.4883
C -3.4452 2.8129 1.6483
N -3.0586 1.4005 1.5664
C -3.7096 0.5298 2.5527
C -3.2790 0.8749 3.9680
S -1.4736 0.7406 4.0944
C -0.9269 2.3636 4.6997
C -0.3257 3.2898 3.6459
N -1.0609 3.2730 2.3640
H -2.7615 3.6015 3.5361
H -2.6137 4.7137 2.2112
H -3.5136 3.2027 0.6356
H -4.4456 2.9175 2.0821
H -3.2752 1.0512 0.6397
H -3.4184 -0.4960 2.3206
H -4.8006 0.5970 2.4807
H -3.7142 0.1624 4.6667
H -3.6116 1.8665 4.2705
H -0.1612 2.1581 5.4465
H -1.7674 2.8136 5.2265
H 0.6957 2.9689 3.4369
H -0.2875 4.2990 4.0692
H -0.6055 3.9335 1.7438
C -0.1766 -3.3137 -4.2792
C -0.3650 -2.5846 -2.9739
C 0.0018 -3.1679 -1.7599
C -0.2200 -2.5321 -0.5542
C 0.2386 -3.1187 0.7682
O 0.9514 -2.0463 1.4159
C 1.1278 -4.3321 0.6334
C 2.4845 -4.1724 0.3806
C 3.2848 -5.2878 0.1847
C 2.7324 -6.5602 0.2354
C 1.3765 -6.7168 0.4844
C 0.5709 -5.6033 0.6800
C -0.8472 -1.2702 -0.5308
O -1.1833 -0.7380 0.6241
C -1.0570 -0.5874 -1.7490
C -0.8528 -1.2948 -2.9451
C -1.2526 0.8694 -1.8116
N -1.1703 1.6528 -0.7860
C -1.1627 3.1054 -0.9823
C 0.2515 3.6931 -0.9777
Te 1.6392 2.6067 0.2669
C 2.4016 1.5382 -1.3847
C 2.1915 0.1761 -1.5496
C 2.6787 -0.4598 -2.6841
C 3.3649 0.2618 -3.6503
C 3.5845 1.6230 -3.4765
C 3.1099 2.2616 -2.3405
C -1.4534 1.4408 -3.1843
C -2.7373 1.5703 -3.6995
C -2.9261 2.1062 -4.9666
C -1.8328 2.5029 -5.7234
C -0.5487 2.3564 -5.2153
C -0.3554 1.8245 -3.9487
H 0.4975 -4.1614 -4.1614
H 0.2362 -2.6531 -5.0434
H -1.1260 -3.6980 -4.6562
H 0.4778 -4.1419 -1.7614
H 2.9179 -3.1813 0.3506
H 4.3438 -5.1611 -0.0001
H 3.3593 -7.4298 0.0872
H 0.9440 -7.7075 0.5298
H -0.4853 -5.7220 0.8797
H -1.0431 -0.7997 -3.8892
H -1.7262 3.5506 -0.1659
H -1.6616 3.3918 -1.9087
H 0.2354 4.7357 -0.6611
H 0.6967 3.6560 -1.9708
H 1.6670 -0.3980 -0.7984
H 2.5148 -1.5225 -2.8071
H 3.7412 -0.2372 -4.5337
H 4.1378 2.1860 -4.2167
H 3.3023 3.3192 -2.1988
H -3.5906 1.2472 -3.1138
H -3.9273 2.2076 -5.3640
H -1.9809 2.9164 -6.7122
H 0.3072 2.6487 -5.8102
H 0.6479 1.6813 -3.5635
F 3.0422 -0.2815 1.1092
C 3.1613 -0.5777 2.4152
F 3.8079 -1.7377 2.5017
F 3.9328 0.3755 2.9509
C 1.7559 -0.5824 3.0977
O 1.0635 0.5104 2.6746
C 1.9837 -0.4887 4.6432
F 0.9081 -0.8750 5.3336
F 2.2246 0.7864 4.9863
F 3.0160 -1.2291 5.0454
C 0.9927 -1.9106 2.7667
F 1.5623 -2.9749 3.3741
F -0.2517 -1.7988 3.2921
F -0.8735 -3.4568 1.5013
*
```

Computed properties:
E_LUMO (spin up / spin down): -2.4 / -4.0 eV
E_HOMO (spin up / spin down): -10.36 / -10.72 eV
energy above the lowest of the compared OMol25 structures with the same formula, charge and spin: 0.0 kcal per mole
<S²>: 8.764

=====

Entry 2:
Here is a structure of composition C39H38N2OPSc from the Open Molecules 2025 dataset. Energies are from ωB97M-V/def2-TZVPD.

The geometry in ORCA input format:
```
! wB97M-V def2-TZVPD RIJCOSX def2/J DEFGRID3
* xyz 0 1
Sc -0.2926 -0.0525 0.1778
C 0.0660 1.1573 2.2781
C -1.2345 0.6140 2.3940
C -1.1247 -0.7880 2.4477
C 0.2442 -1.1229 2.3500
C 0.9827 0.0810 2.2607
H 0.3214 2.2032 2.3435
H -2.1466 1.1708 2.5473
H -1.9361 -1.4781 2.6170
H 0.6584 -2.1026 2.5345
H 2.0530 0.1658 2.3473
C 4.8376 -1.9237 -4.3428
C 5.3535 -0.9950 -3.4509
C 4.5152 -0.3339 -2.5649
C 3.1498 -0.6056 -2.5611
C 2.6345 -1.5243 -3.4755
C 3.4739 -2.1778 -4.3625
P 1.9457 0.2123 -1.4472
C 3.0471 1.0429 -0.2416
C 3.8988 0.2318 0.5128
C 4.6853 0.7772 1.5119
C 4.6166 2.1392 1.7799
C 3.7745 2.9488 1.0340
C 2.9913 2.4054 0.0231
C 1.3546 1.5854 -2.5043
C 2.0312 1.9821 -3.6316
C 1.5365 3.0253 -4.4340
C 0.3731 3.6562 -4.0997
C -0.3471 3.2780 -2.9440
C -1.5446 3.9354 -2.5812
C -2.1906 3.5871 -1.4322
C -1.7009 2.5365 -0.6285
C -0.5706 1.8054 -0.9475
C 0.1360 2.2221 -2.1215
H 5.4979 -2.4434 -5.0250
H 6.4135 -0.7753 -3.4457
H 4.9267 0.4010 -1.8873
H 1.5669 -1.7172 -3.4916
H 3.0652 -2.8873 -5.0708
H 3.9346 -0.8338 0.3112
H 5.3399 0.1397 2.0927
H 5.2142 2.5635 2.5764
H 3.7241 4.0099 1.2429
H 2.3306 3.0418 -0.5529
H 2.9482 1.4897 -3.9254
H 2.0881 3.3251 -5.3162
H -0.0146 4.4603 -4.7147
H -1.9331 4.7182 -3.2224
H -3.0926 4.1105 -1.1378
H -2.2602 2.3120 0.2772
C -3.2837 0.1313 -3.0086
C -2.4635 -0.7459 -3.9609
C -1.1148 -0.0910 -4.2821
C -2.2550 -2.1818 -3.5087
C -2.7130 -3.1764 -4.3664
C -2.4698 -4.5148 -4.1278
C -1.7283 -4.8769 -3.0204
C -1.2599 -3.9274 -2.1188
C -0.4323 -4.4419 -0.9498
C -1.0320 -4.1389 0.4303
C 1.0262 -3.9773 -1.0318
C -1.5485 -2.5711 -2.3572
N -1.0740 -1.5821 -1.4336
H -3.6570 1.0024 -3.5509
H -2.6747 0.4985 -2.1869
H -4.1343 -0.4108 -2.5959
H -3.0270 -0.8082 -4.8953
H -0.4666 -0.1190 -3.4087
H -1.2563 0.9536 -4.5660
H -0.6120 -0.6117 -5.1000
H -3.2633 -2.8863 -5.2535
H -2.8365 -5.2679 -4.8135
H -1.5046 -5.9217 -2.8396
H -0.4240 -5.5296 -1.0566
H -0.7114 -3.1648 0.7899
H -0.6948 -4.8835 1.1542
H -2.1210 -4.1523 0.4024
H 1.0960 -2.8985 -0.8932
H 1.4580 -4.2287 -2.0014
H 1.6156 -4.4643 -0.2513
O -2.9081 -1.7285 -0.1831
N -1.8006 -1.2504 -0.4393
*
```

Computed properties:
E_LUMO: 0.2 eV
E_HOMO: -8.03 eV
energy above the lowest of the compared OMol25 structures with the same formula, charge and spin: 16.2 kcal per mole

=====

Entry 3:
Here is a cluster of 7 separate species, C39H38N6O12P in total from the Open Molecules 2025 dataset. Energies are from ωB97M-V/def2-TZVPD.

The geometry in ORCA input format:
```
! wB97M-V def2-TZVPD RIJCOSX def2/J DEFGRID3
* xyz 1 1
C 1.7935 2.7568 6.0697
C 0.5138 2.7545 5.5272
C -0.5899 3.8343 5.9635
P -2.1499 2.7959 6.3129
H 2.0661 3.5045 6.8657
H 2.5022 1.9554 5.6840
H 0.1369 1.9790 4.7833
H -0.2883 4.3870 6.9044
H -0.7947 4.5644 5.1253
H -3.1316 3.5823 6.9856
H -1.7291 1.6358 7.0315
H -2.5782 2.3414 5.0133
C 0.9685 -2.6003 1.0211
C 2.2855 -2.2796 1.3360
C 2.5833 -1.7015 2.5644
C 1.5550 -1.4534 3.4705
C 0.2346 -1.7650 3.1580
C -0.0553 -2.3399 1.9273
N 1.8690 -0.8682 4.7740
O 3.0324 -0.5901 5.0082
O 0.9491 -0.6915 5.5601
H 0.7385 -3.0571 0.0640
H 3.0726 -2.4836 0.6283
H 3.6117 -1.4556 2.8001
H -0.5701 -1.5704 3.8568
H -1.0795 -2.5899 1.6743
C 1.5986 -4.2942 -5.3382
C 2.1219 -3.0259 -5.1061
C 2.6321 -2.7021 -3.8549
C 2.6163 -3.6598 -2.8439
C 2.0871 -4.9286 -3.0667
C 1.5770 -5.2421 -4.3201
N 3.1750 -3.3322 -1.5328
O 3.6157 -2.1983 -1.3663
O 3.1744 -4.2099 -0.6765
H 1.2077 -4.5432 -6.3191
H 2.1346 -2.2908 -5.9030
H 3.0373 -1.7117 -3.6856
H 2.0682 -5.6764 -2.2830
H 1.1664 -6.2243 -4.5057
C -4.7313 6.0388 7.2321
C -5.9600 6.2425 6.6132
C -7.1297 6.2067 7.3626
C -7.0553 5.9700 8.7323
C -5.8308 5.7580 9.3569
C -4.6656 5.7928 8.6001
N -8.2836 5.9561 9.5298
O -9.3389 6.1265 8.9470
O -8.1777 5.7784 10.7298
H -3.8188 6.0735 6.6451
H -6.0055 6.4328 5.5470
H -8.0816 6.3668 6.8708
H -5.7683 5.5690 10.4220
H -3.7046 5.6322 9.0774
C 0.3954 8.6913 3.2231
C -0.8349 8.8925 2.6058
C -2.0044 8.8577 3.3561
C -1.9284 8.6245 4.7264
C -0.7015 8.4148 5.3501
C 0.4626 8.4487 4.5916
N -3.1555 8.6117 5.5250
O -4.2134 8.7795 4.9442
O -3.0501 8.4359 6.7280
H 1.3066 8.7249 2.6351
H -0.8819 9.0799 1.5392
H -2.9568 9.0160 2.8645
H -0.6369 8.2287 6.4158
H 1.4238 8.2900 5.0673
C 7.2706 -6.8801 -7.8215
C 6.0439 -6.6803 -8.4460
C 4.8698 -6.7279 -7.7046
C 4.9368 -6.9728 -6.3362
C 6.1600 -7.1811 -5.7055
C 7.3290 -7.1342 -6.4549
N 3.7049 -7.0007 -5.5456
O 2.6449 -6.8338 -6.1296
O 3.8051 -7.1857 -4.3441
H 8.1859 -6.8367 -8.4025
H 6.0034 -6.4841 -9.5113
H 3.9205 -6.5703 -8.2035
H 6.2179 -7.3769 -4.6415
H 8.2873 -7.2921 -5.9736
C -3.3099 -4.9572 -10.4624
C -2.4190 -6.0121 -10.2931
C -1.1034 -5.7595 -9.9246
C -0.6922 -4.4449 -9.7240
C -1.5755 -3.3838 -9.8987
C -2.8886 -3.6454 -10.2700
N 0.6860 -4.1758 -9.3115
O 1.4403 -5.1326 -9.1873
O 1.0041 -3.0125 -9.1123
H -4.3379 -5.1585 -10.7449
H -2.7518 -7.0324 -10.4457
H -0.4184 -6.5888 -9.7956
H -1.2593 -2.3585 -9.7486
H -3.5860 -2.8268 -10.4062
*
```

Computed properties:
E_LUMO: -3.4 eV
E_HOMO: -10.94 eV

=====

Entry 4:
Here is a structure of composition C39H38N7O11W from the Open Molecules 2025 dataset. Energies are from ωB97M-V/def2-TZVPD.

The geometry in ORCA input format:
```
! wB97M-V def2-TZVPD RIJCOSX def2/J DEFGRID3
* xyz 3 1
W -0.0433 -0.6873 0.3429
C -4.4103 -3.6781 3.5087
O -3.5422 -2.6778 2.9216
C -2.8195 -1.8584 3.7363
C -3.2009 -1.4156 4.9937
C -2.3736 -0.5507 5.6972
C -1.1668 -0.1174 5.1645
C -0.7890 -0.5323 3.8977
C -1.6253 -1.3823 3.1941
N -1.2892 -1.8812 1.8470
C -2.1951 -1.5173 0.8153
N -3.0973 -0.5670 1.0173
C -2.8660 0.5842 0.2387
C -1.5229 0.8513 -0.1271
C -1.3006 1.9964 -0.8958
C -2.3612 2.8343 -1.2409
C -3.6507 2.5776 -0.8200
C -3.9231 1.4214 -0.0736
O -5.1208 1.0360 0.3806
C -6.2590 1.8876 0.1264
N -1.5976 -1.7377 -0.3839
C -2.2355 -1.7420 -1.6032
C -1.5123 -1.4073 -2.7672
C -2.0885 -1.5448 -3.9985
C -3.3925 -2.0556 -4.0925
C -4.1167 -2.4092 -2.9714
C -3.5610 -2.2460 -1.7050
O -4.1695 -2.5705 -0.5655
C -5.3448 -3.4146 -0.6366
H -5.2626 -3.7822 2.8453
H -4.7576 -3.3853 4.4931
H -3.8671 -4.6180 3.5753
H -4.1381 -1.7310 5.4284
H -2.6776 -0.2191 6.6809
H -0.5128 0.5207 5.7418
H 0.1829 -0.2664 3.5104
H -1.1122 -2.8904 1.8441
H -3.9260 -0.6876 1.5878
H -0.3177 2.2573 -1.2516
H -2.1665 3.7158 -1.8367
H -4.4473 3.2616 -1.0773
H -7.1130 1.3643 0.5401
H -6.3974 2.0283 -0.9448
H -6.1320 2.8454 0.6292
H -0.4971 -1.0426 -2.6815
H -1.5448 -1.2788 -4.8934
H -3.8407 -2.1898 -5.0687
H -5.1145 -2.8068 -3.0805
H -5.5236 -3.7516 0.3776
H -5.1568 -4.2675 -1.2855
H -6.1962 -2.8374 -0.9922
O 3.2230 0.1747 2.0517
C 2.6899 -0.6749 1.4482
O 1.2853 -1.0005 1.6469
C 3.2036 -1.6512 0.4406
C 4.3513 -2.4009 0.6645
C 4.5185 -3.5705 -0.0502
C 3.5109 -4.1158 -0.8277
C 2.3718 -3.3594 -1.0054
C 2.2991 -2.0694 -0.5229
O 1.2459 -1.2116 -0.8783
N 1.0893 -4.0319 -1.2992
O 1.0096 -4.8834 -2.1288
O 0.1908 -3.6726 -0.5292
N 5.7397 -4.3815 0.1890
O 6.5108 -3.9564 1.0155
O 5.8757 -5.3575 -0.5082
H 5.0886 -2.1055 1.4004
H 3.5938 -5.1235 -1.2170
C 4.2397 6.0178 -1.6023
C 3.5707 4.8053 -2.2308
N 4.3831 3.5885 -2.1600
C 5.6256 3.5387 -2.9591
C 6.8702 3.7103 -2.1033
C 4.0362 2.4778 -1.5104
O 4.6007 1.3924 -1.5898
C 2.8746 2.4955 -0.5344
C 2.8058 3.2862 0.6022
C 1.8191 3.0338 1.5515
C 0.9526 1.9859 1.3561
N 1.0620 1.1797 0.2779
C 1.9959 1.4381 -0.6501
H 3.5577 6.8678 -1.6236
H 5.1354 6.3037 -2.1525
H 4.5265 5.8321 -0.5656
H 3.3733 5.0015 -3.2866
H 2.6049 4.6105 -1.7630
H 5.5494 4.3214 -3.7127
H 5.6537 2.5753 -3.4651
H 6.8708 4.6676 -1.5823
H 7.7579 3.6665 -2.7329
H 6.9404 2.9092 -1.3675
H 3.5238 4.0829 0.7549
H 1.7388 3.6284 2.4505
H 0.1495 1.7796 2.0527
H 2.0780 0.7605 -1.4863
*
```

Computed properties:
E_LUMO (spin up / spin down): -11.2 / -11.2 eV
E_HOMO (spin up / spin down): -15.76 / -15.76 eV
energy above the lowest of the compared OMol25 structures with the same formula, charge and spin: 71.6 kcal per mole

=====

Entry 5:
Here is a structure of composition C39H39AsBr2KN4O3 from the Open Molecules 2025 dataset. Energies are from ωB97M-V/def2-TZVPD.

The geometry in ORCA input format:
```
! wB97M-V def2-TZVPD RIJCOSX def2/J DEFGRID3
* xyz 1 1
K 14.1542 9.5472 12.1881
C 16.6242 8.3765 15.2610
C 15.3250 7.7184 14.7733
C 14.0674 7.9765 15.3160
C 12.9272 7.3598 14.8072
C 11.5478 7.6060 15.3547
C 12.9949 6.5951 13.6622
C 14.2289 6.3576 13.0006
C 14.4219 5.5630 11.6768
C 15.3702 6.9523 13.5833
H 17.5507 7.7584 15.2645
H 16.5042 8.8732 16.2194
H 16.8276 9.2163 14.5488
H 13.9438 8.5785 16.1415
H 10.9038 6.7629 15.1993
H 11.1421 8.5298 14.9465
H 11.5583 7.7502 16.3916
H 12.0797 6.1278 13.3046
H 13.4494 5.4279 11.1430
H 14.8570 4.5997 11.9906
H 15.0099 6.2658 11.1137
H 16.4030 6.6806 13.2425
C 11.9464 12.0949 7.8161
O 12.0521 10.6052 7.8893
C 12.6305 10.0975 8.9591
O 12.9489 10.7272 9.9296
N 12.7464 8.7623 8.8118
N 13.4088 8.0659 9.8393
H 10.8763 12.2861 8.0117
H 12.3913 12.3534 6.8132
H 12.4736 12.5788 8.6025
H 12.5795 8.2528 7.9839
H 14.4414 8.1651 9.7499
H 13.2219 7.0825 9.7054
Br 10.5529 11.9486 17.9763
C 11.4820 11.7764 16.3025
C 12.8157 11.9991 16.1579
C 13.3863 11.8952 14.8898
N 12.6859 11.4256 13.7978
C 11.3608 11.2932 14.0028
C 10.6680 11.4750 15.2004
C 10.5864 10.5767 12.8910
C 9.3185 11.0001 12.3603
C 8.6335 10.1940 11.4694
Br 6.9150 10.4499 10.8076
C 9.3347 9.0746 10.9762
C 10.5810 8.8440 11.4344
N 11.2132 9.4731 12.4170
H 13.4656 12.1429 17.0067
H 14.4352 12.0529 14.8405
H 9.6002 11.2557 15.4083
H 8.8498 11.9163 12.7323
H 8.9428 8.4760 10.1611
H 11.0659 7.9176 11.0945
O 16.4983 9.1886 11.1014
As 17.8601 10.0172 10.7516
C 19.2018 8.7950 10.2733
C 20.5556 9.0305 10.2900
C 21.4817 8.0265 9.9665
C 21.1113 6.7607 9.6592
C 19.7517 6.4605 9.6489
C 18.7822 7.4821 9.9686
C 18.5148 11.1465 12.0900
C 19.1623 10.4551 13.1719
C 19.7169 11.2039 14.2061
C 19.4377 12.5407 14.2634
C 18.7405 13.1656 13.2854
C 18.2773 12.5448 12.1266
C 17.4934 11.1620 9.2334
C 16.1951 11.7981 8.9980
C 16.0329 12.8157 8.0920
C 17.1304 13.2038 7.2957
C 18.3145 12.5532 7.4858
C 18.4959 11.5385 8.4604
H 20.9080 9.9768 10.6826
H 22.5508 8.1683 10.0198
H 21.8566 5.9348 9.5660
H 19.3715 5.4800 9.4618
H 17.7687 7.3487 10.0264
H 19.2995 9.3640 13.1382
H 20.4090 10.7069 14.8660
H 19.9337 13.1185 15.0501
H 18.6219 14.2324 13.3307
H 17.7898 13.0522 11.3154
H 15.3846 11.3884 9.5354
H 15.0486 13.2603 8.0012
H 17.0338 14.0794 6.6845
H 19.1775 12.8219 6.8615
H 19.3948 11.0257 8.4204
*
```

Computed properties:
E_LUMO: -2.1 eV
E_HOMO: -11.05 eV
energy above the lowest of the compared OMol25 structures with the same formula, charge and spin: 39.4 kcal per mole